No. 1
The following is a quantum chemistry calculation of C3H2O3 in the gas phase, from the OMol25 dataset.

- Frontier orbital gap: 8.74 eV
- SMILES: O=CC(=O)C=O
- Relative energy (zero: lowest compared OMol25 entry of this formula, charge and spin): 1.585 eV
- E_tot: -341.1785 Eh
- HOMO level: -0.3687 Eh

Cartesian coordinates (Å):
O1 -2.04084 0.19396 0.91369
C1 -0.88555 0.51376 0.80749
C2 -0.13375 0.30656 -0.51244
O2 -0.40756 0.89740 -1.52722
C3 0.99538 -0.71782 -0.46372
O3 1.26251 -1.28095 0.56849
H1 -0.31358 0.97931 1.63370
H2 1.52338 -0.89223 -1.41999

---

No. 2
The following is a quantum chemistry calculation of C3H2O3 in the gas phase at a distorted geometry, from the OMol25 dataset.

- Frontier orbital gap (alpha / beta): 7.62 / 7.28 eV
- 2S+1: 3
- Relative energy (zero: lowest compared OMol25 entry of this formula, charge and spin): 4.687 eV
- E_tot: -340.8617 Eh
- <S²>: 2.01
- HOMO level (alpha / beta): -0.2512 / -0.3885 Eh

Cartesian coordinates (Å):
C1 1.07692 1.29301 -0.05483
C2 0.17124 0.22683 0.21665
C3 1.94328 0.08589 0.14713
O1 1.31525 2.35772 -0.53836
O2 2.68602 -0.66316 -0.71625
O3 2.57820 -1.00137 0.68082
H1 -0.22793 0.15422 1.28460
H2 -0.48228 -0.14189 -0.69760

---

No. 3
The following is a quantum chemistry calculation of a molecular structure, C3H2O3Tl at a distorted geometry, from the OMol25 dataset.

- Frontier orbital gap: 6.96 eV
- Relative energy (zero: lowest compared OMol25 entry of this formula, charge and spin): 0.777 eV
- Charge: +1
- E_tot: -513.3731 Eh
- HOMO level: -0.4753 Eh

Cartesian coordinates (Å):
H1 0.23423 -0.14777 1.28300
C1 1.62153 -0.01269 -0.87802
O1 2.39123 -0.79168 -0.46768
O2 0.68529 0.67874 -0.83578
C2 -1.97181 1.39340 2.73335
C3 -1.36732 0.55990 2.09976
O3 -0.76809 -0.29841 1.33357
H2 -2.48617 2.23246 3.16229
Tl1 2.34544 1.75568 2.48616

---

No. 4
The following is a quantum chemistry calculation of a molecular structure, C3H2O3Tl at a distorted geometry, from the OMol25 dataset.

- Frontier orbital gap (alpha / beta): 5.87 / 8.89 eV
- Charge: +3
- E_tot: -512.0274 Eh
- HOMO level (alpha / beta): -0.9172 / -1.0062 Eh

Cartesian coordinates (Å):
O1 -2.71508 0.02142 0.85965
C1 -2.08402 -0.13599 -0.13870
C2 -0.69429 0.33085 -0.28426
O2 0.19170 -0.61526 -0.08564
C3 1.43647 -0.05797 0.18958
O3 2.26796 -0.97898 0.32182
H1 3.18006 -0.65393 0.43768
Tl1 0.72239 2.06136 -0.01398
H2 -2.30519 0.02848 -1.28615

---

No. 5
The following is a quantum chemistry calculation of C3H2O4S in the gas phase at a distorted geometry, from the OMol25 dataset.

- Frontier orbital gap (alpha / beta): 8.24 / 8.24 eV
- Relative energy (zero: lowest compared OMol25 entry of this formula, charge and spin): 5.047 eV
- E_tot: -814.4861 Eh
- HOMO level (alpha / beta): -0.3494 / -0.3494 Eh

Cartesian coordinates (Å):
C1 2.78214 0.27581 0.72530
C2 3.19614 1.29722 0.11725
C3 0.05806 0.04088 -0.27103
O1 3.45400 2.39132 -0.24599
O2 1.39890 -1.88034 0.90670
O3 3.15119 -1.85399 -0.83010
O4 1.17692 -0.06922 -0.77888
S1 2.39857 -1.17866 0.15306
H1 -0.18633 -0.76649 0.40004
H2 -0.46743 1.02086 -0.47872

---

No. 6
The following is a quantum chemistry calculation of a molecular structure, C3H2OYb at a distorted geometry, from the OMol25 dataset.

- Frontier orbital gap (alpha / beta): 2.56 / 2.58 eV
- Charge: -2
- E_tot: -1349.0749 Eh
- HOMO level (alpha / beta): 0.0859 / 0.0852 Eh

Cartesian coordinates (Å):
H1 -0.90428 3.35281 -1.71362
C1 0.45928 0.82306 -1.44036
C2 0.32248 0.07754 -0.32116
C3 0.22027 -0.44551 0.82437
O1 0.18120 -0.87675 1.97345
H2 0.18105 0.22685 -2.33484
Yb1 -0.46002 -3.15799 3.01215

---

No. 7
The following is a quantum chemistry calculation of 12 unconnected molecules or ions with the total composition C3H30N2O11 at a distorted geometry, from the OMol25 dataset.

- Frontier orbital gap: 9.86 eV
- SMILES: CC/N=C\N.O.O.O.O.O.O.O.O.O.O.O
- Relative energy (zero: lowest compared OMol25 entry of this formula, charge and spin): 1.680 eV
- E_tot: -1069.4335 Eh
- HOMO level: -0.3582 Eh

Cartesian coordinates (Å):
C1 3.99236 1.90376 0.98972
C2 4.30355 0.39234 0.88556
N1 3.16603 -0.35880 0.42392
C3 2.59158 -1.23941 1.13128
N2 2.98794 -1.80912 2.31106
H1 4.46884 2.33863 1.87620
H2 2.93299 1.92872 1.14686
H3 4.46778 2.52053 0.22994
H4 4.66168 0.04553 1.86670
H5 5.17795 0.27725 0.23959
H6 1.73046 -1.81117 0.76420
H7 3.75941 -1.49655 2.87326
H8 2.50304 -2.60572 2.67427
O1 -0.58866 -1.79793 -2.81986
H9 -0.25896 -2.23229 -2.02650
H10 0.13571 -1.80315 -3.45061
O2 -4.25926 -0.28289 2.56647
H11 -4.24378 -0.70796 1.70232
H12 -4.19285 0.64012 2.22737
O3 -2.47883 -0.49798 -0.35737
H13 -2.20176 -0.46490 -1.28841
H14 -1.69635 -0.20597 0.15634
O4 -0.73737 2.53061 -2.55951
H15 -0.08712 1.86533 -2.35476
H16 -0.19336 3.28400 -2.28626
O5 0.70094 3.16690 0.14232
H17 1.26221 2.39481 0.07514
H18 0.34979 3.38428 1.00608
O6 0.48432 -2.86450 -0.25147
H19 0.77236 -3.71685 0.09141
H20 -0.47100 -2.91655 -0.23762
O7 -3.63460 1.62049 0.78036
H21 -3.05861 2.31430 0.46473
H22 -3.52430 0.81247 0.23761
O8 1.13701 0.59235 -1.33998
H23 0.74081 -0.26345 -1.52207
H24 2.03541 0.36789 -0.98765
O9 -2.13433 -3.07051 0.68990
H25 -2.18488 -2.11138 0.52162
H26 -2.78618 -3.25338 1.37146
O10 -2.43346 0.42630 -2.91428
H27 -1.70885 0.19214 -3.49424
H28 -2.24739 1.31553 -2.57272
O11 -0.61981 0.94159 0.89233
H29 -0.51055 1.64718 0.24007
H30 -0.00682 0.76255 1.59745